Computed, not measured: a cluster of 30 separate species, C29H95BF3IN2O33S2 in total at a distorted geometry, with ωB97M-V/def2-TZVPD.

- electronic energy (eV) = -140756.977
- spin multiplicity = 1
- HOMO energy (eV) = -8.424
- charge = 0
- orbital gap (Eh) = 0.26253

XYZ file:
```
166
Properties=species:S:1:pos:R:3:forces:R:3:mulliken_charge:R:1
C -0.91280 2.31068 2.03114 -0.88 0.36 0.20 -0.51
B -1.63112 2.03403 0.60346 0.65 0.30 0.86 0.25
O -2.34905 3.09520 -0.00665 1.16 -1.03 -0.26 -0.89
C -1.50422 0.53895 0.01004 -0.54 -1.99 -1.06 0.73
C -0.34506 0.04939 -0.74705 -1.05 -0.98 -0.07 -1.26
C 0.86077 0.98577 -1.04548 -0.71 -0.49 0.71 3.39
C 1.99516 0.98386 0.08593 0.75 0.15 -1.36 -0.53
C 3.41058 0.46957 -0.44118 -0.11 0.19 0.46 -0.71
I 1.46601 -0.31602 1.77657 0.52 0.49 -0.22 0.03
C -0.24986 -1.34175 -1.24231 -1.57 0.23 0.84 1.69
C 0.97608 -1.90156 -2.02811 -0.38 -0.43 0.31 -1.20
C 0.74457 -1.94531 -3.58952 -0.10 0.26 0.00 -0.57
C 1.32205 -0.65261 -4.29792 0.60 -1.02 -0.33 -0.33
S -0.01392 0.61130 -4.53069 0.20 0.42 0.56 -0.25
C 0.77088 2.27564 -4.69346 0.86 -0.32 -0.15 -0.27
S 1.57676 2.72332 -6.06420 -0.68 -0.42 1.20 -0.10
N 0.63276 3.13507 -3.52373 -0.08 0.13 -0.88 0.41
C -0.18955 4.33717 -3.82010 -0.37 1.58 -0.29 -0.46
C 0.47518 5.65916 -3.24676 -0.24 -0.09 -0.65 -0.54
O 0.90304 5.52094 -1.89165 0.08 -0.53 -0.65 -0.45
C 1.86447 4.46766 -1.73618 0.41 -1.07 0.23 0.65
C 1.96764 3.50476 -2.98557 0.48 0.21 0.18 -1.06
C -1.35421 -2.24192 -0.94573 -0.40 1.43 0.68 0.55
C -2.53607 -1.74516 -0.19146 0.77 0.31 -0.18 1.36
C -2.64182 -0.37129 0.29915 1.56 -1.07 -1.06 0.19
C -3.87046 0.10390 1.12040 -0.16 0.39 0.01 -0.96
C -4.88143 1.00835 0.31924 -0.71 -0.30 -0.48 -0.15
C -5.61323 0.28455 -0.86128 -0.53 -0.70 0.51 -0.71
N -6.53949 1.21691 -1.58470 -0.09 -0.43 -0.05 -0.52
C -3.66352 -2.79541 0.06317 1.63 -0.05 -0.34 -0.32
O -4.84686 -2.55375 0.02701 0.46 -0.28 0.35 -0.53
C -3.13159 -4.24683 0.33558 0.26 -0.19 -0.12 0.53
C -3.90485 -5.05307 1.41254 -0.56 1.30 -0.15 -1.06
C -3.75253 -4.25632 2.79036 1.54 -0.42 -0.08 -0.08
C -3.53475 -5.17509 4.02584 0.31 1.38 1.69 0.23
F -3.22299 -6.54665 3.94006 -1.71 1.70 -0.12 -0.41
C -3.61654 -4.59026 5.28654 -0.07 -1.43 -0.62 0.18
F -4.37936 -5.06129 6.34475 2.32 0.51 -1.29 -0.27
F -2.90921 -3.45865 5.59445 -2.21 -0.92 -0.32 -0.12
C -2.04870 -4.70153 -0.34521 -0.57 1.03 0.45 -1.23
C -1.34742 -3.74720 -1.37032 -0.75 0.35 1.21 0.06
O -0.87412 -4.15987 -2.40270 -0.01 0.08 0.53 -0.56
H 0.19958 2.39653 1.94743 -0.86 -0.28 0.14 0.11
H -1.19373 1.47938 2.74163 0.66 0.67 -0.68 0.11
H -1.29566 3.25689 2.50626 0.38 -0.72 -0.55 0.26
H -1.68405 3.67835 -0.41817 -0.53 0.15 0.26 0.25
H 1.30213 0.66207 -2.02083 -0.37 0.56 0.93 -2.23
H 0.43370 2.01827 -1.16454 0.61 -0.90 0.00 -0.67
H 2.13590 2.05066 0.40015 -0.20 -1.20 0.26 0.40
H 3.46569 -0.64797 -0.42870 -0.05 0.99 -0.25 0.26
H 4.23546 0.81409 0.23576 -0.91 -0.59 -0.56 0.27
H 3.68344 0.88549 -1.45548 -0.53 -0.43 0.86 -0.14
H 1.91988 -1.35079 -1.75980 -1.00 -0.53 -0.33 -0.16
H 1.11436 -2.96722 -1.68858 -0.04 1.13 -0.27 0.70
H 1.24461 -2.85719 -4.05100 -0.49 1.26 0.67 0.38
H -0.35706 -2.06577 -3.77804 1.02 0.14 0.09 0.26
H 1.70270 -0.99020 -5.30109 -0.23 0.70 0.95 0.38
H 2.15662 -0.27366 -3.65164 -0.68 -0.09 -0.91 0.35
H -0.30305 4.51910 -4.92925 0.24 -0.30 0.99 0.31
H -1.24438 4.24790 -3.42857 1.15 -0.18 -0.10 0.21
H -0.28878 6.47939 -3.29073 0.69 -0.77 0.21 0.37
H 1.34232 5.98944 -3.88897 -0.78 -0.42 0.48 0.26
H 1.57773 3.90989 -0.80052 0.24 0.44 -0.96 -0.19
H 2.91144 4.85011 -1.54776 -1.08 -0.08 -0.24 -0.08
H 2.59578 4.00834 -3.77050 -0.53 -0.40 0.53 0.57
H 2.49361 2.54852 -2.71933 -0.39 0.97 0.03 0.25
H -3.55219 0.70587 2.02415 0.04 -0.60 -0.92 0.18
H -4.45400 -0.75804 1.54977 0.73 0.74 -0.57 0.24
H -4.42865 1.94814 -0.09464 -0.18 -0.91 0.50 -0.10
H -5.67162 1.32059 1.05581 0.78 -0.22 -0.83 0.54
H -4.91197 -0.21263 -1.59136 -0.54 0.80 0.65 0.20
H -6.25758 -0.55294 -0.46209 0.97 0.65 -0.08 0.29
H -7.14946 0.59942 -2.13688 0.28 0.43 0.18 0.27
H -7.17295 1.66790 -0.91318 0.43 -0.22 -0.04 0.32
H -4.99513 -4.98015 1.15012 0.98 -0.35 0.17 0.32
H -3.61311 -6.12607 1.48497 -0.01 0.96 -0.11 0.51
H -4.61623 -3.56465 2.97886 0.69 -0.96 -0.17 0.39
H -2.84159 -3.58860 2.71640 -0.78 -0.64 -0.03 0.07
H -1.67776 -5.72442 -0.11529 -0.10 0.83 -0.68 0.36
O -0.01517 -5.29059 4.01032 -0.32 -0.02 0.04 -0.61
H -0.61625 -6.04472 4.04305 0.03 0.05 -0.01 0.27
H 0.04880 -5.00197 4.92914 0.25 -0.10 -0.04 0.34
O -7.02019 -6.33721 4.96428 0.05 0.06 0.06 -0.58
H -7.65328 -6.52811 5.66507 0.04 0.00 -0.08 0.29
H -6.19557 -6.14677 5.42383 -0.09 0.01 0.03 0.28
O 6.54825 1.18317 0.86404 0.00 0.08 0.23 -0.53
H 6.79992 0.60952 1.59933 0.01 -0.07 -0.16 0.23
H 7.38518 1.56494 0.56773 -0.19 0.16 -0.18 0.27
O 8.34098 3.61653 -0.00877 0.08 -0.04 0.15 -0.55
H 8.74239 4.22232 -0.64351 -0.03 0.06 -0.03 0.25
H 8.53681 4.01164 0.84838 -0.10 -0.03 -0.05 0.30
O 4.35591 0.26019 -5.34724 0.02 -0.08 -0.21 -0.58
H 3.82208 1.00724 -5.64513 0.02 0.03 0.11 0.15
H 4.12838 -0.44822 -5.96251 -0.08 0.03 0.06 0.30
O 6.25703 -1.59847 -4.17404 -0.06 0.07 0.01 -0.66
H 5.71935 -0.85044 -4.47529 -0.11 -0.11 -0.10 0.38
H 6.03441 -2.30891 -4.78563 0.03 0.04 0.07 0.25
O -0.68022 -1.95503 4.40256 -0.24 0.13 0.21 -0.50
H -0.69959 -1.48063 5.24323 0.36 -0.14 0.03 0.25
H -1.15407 -2.77625 4.58508 0.15 0.00 -0.15 0.22
O 3.39840 -3.66263 -5.11731 0.22 -0.11 -0.03 -0.58
H 3.27490 -4.41175 -5.71199 -0.06 0.09 0.00 0.28
H 3.86909 -4.03632 -4.36284 -0.09 0.09 0.02 0.31
O 2.65425 -5.94886 5.55192 -0.27 0.10 0.51 -0.61
H 2.70402 -5.24884 4.89081 0.17 -0.20 -0.10 0.32
H 2.39377 -6.72459 5.04775 0.07 0.09 0.05 0.29
O 6.80565 1.02364 -2.52809 -0.08 0.06 -0.18 -0.51
H 6.90670 1.70280 -3.20382 0.00 -0.04 0.07 0.28
H 6.51721 0.24506 -3.02047 0.17 -0.02 0.19 0.29
O -1.14126 -1.73251 -7.13955 -0.05 -0.13 0.18 -0.60
H -1.16788 -1.24606 -6.30638 0.05 0.13 -0.11 0.32
H -1.64546 -2.53406 -6.95950 0.04 0.05 -0.06 0.31
O 4.15853 3.22879 0.87030 -0.12 0.16 0.02 -0.56
H 3.90473 3.09290 1.79026 0.08 0.08 -0.05 0.29
H 4.74520 2.48485 0.67740 0.32 0.13 0.09 0.29
O 9.14975 5.76373 -1.93505 -0.16 0.07 -0.24 -0.65
H 9.45551 5.33540 -2.74375 0.00 -0.01 0.08 0.32
H 8.82841 6.62442 -2.23335 0.16 0.04 0.09 0.31
O -2.71500 0.21851 4.77039 0.06 -0.16 0.19 -0.53
H -2.98121 0.08861 5.68763 -0.08 0.11 -0.09 0.26
H -2.12606 -0.52830 4.58376 -0.14 0.11 -0.34 0.37
O -8.33527 3.15919 -3.63587 -0.11 -0.09 0.05 -0.67
H -8.48398 2.41202 -4.22782 0.07 0.07 0.00 0.33
H -7.87647 2.76915 -2.87965 0.22 -0.12 -0.15 0.30
O 6.18221 6.49389 -0.61391 -0.09 0.14 -0.27 -0.58
H 6.97149 6.16557 -1.06127 0.05 -0.16 0.21 0.29
H 5.54044 5.77934 -0.71472 0.03 0.01 0.18 0.33
O 8.43446 -0.93434 1.72582 0.24 0.13 -0.13 -0.59
H 9.23313 -0.80307 2.24942 -0.11 -0.08 0.05 0.26
H 8.75845 -1.00461 0.81975 -0.07 0.06 0.04 0.31
O -8.14903 4.36605 -0.64068 0.07 0.04 -0.17 -0.59
H -7.76894 5.21137 -0.37751 0.00 -0.12 0.07 0.31
H -8.02821 4.34299 -1.59793 -0.13 0.11 0.07 0.31
O 6.86222 9.50184 -1.94450 -0.02 -0.17 0.10 -0.65
H 6.85356 9.96976 -1.10218 0.04 -0.01 -0.08 0.32
H 6.40717 8.67082 -1.75542 -0.04 0.02 0.05 0.34
O -5.54123 3.26928 2.21198 0.06 0.10 0.45 -0.63
H -5.33343 2.70730 2.96980 0.09 0.06 -0.04 0.31
H -4.68133 3.59984 1.92420 -0.10 0.02 -0.08 0.26
O 5.54978 -2.13250 0.12184 0.27 -0.21 -0.15 -0.61
H 6.35071 -2.00000 0.64918 -0.12 0.16 0.10 0.36
H 5.87432 -2.20405 -0.78371 -0.12 0.09 0.01 0.26
O 3.33082 -5.72714 2.89598 0.06 -0.19 -0.41 -0.57
H 4.12743 -6.08843 2.49033 0.02 0.12 0.10 0.29
H 2.66893 -6.41575 2.76482 -0.06 0.18 -0.09 0.29
O -7.17834 2.12600 4.59929 -0.01 0.04 -0.26 -0.62
H -7.98044 1.61949 4.76758 0.10 0.03 0.09 0.29
H -7.31784 2.49970 3.71866 -0.01 0.09 0.08 0.33
O 5.30471 8.04539 2.03725 0.02 0.14 -0.19 -0.63
H 5.60294 7.61485 1.22539 0.06 -0.14 0.01 0.33
H 4.97535 8.90134 1.74283 -0.02 -0.07 0.10 0.31
O -10.21341 3.11525 -6.30130 0.16 0.11 0.13 -0.65
H -9.76026 3.68329 -6.93415 -0.04 -0.08 0.02 0.32
H -10.01886 3.51752 -5.44502 -0.08 0.01 -0.04 0.33
O -4.76452 -9.03435 4.63551 0.25 -0.06 -0.03 -0.66
H -4.35104 -8.43657 4.00173 -0.12 0.01 0.03 0.36
H -4.57747 -8.63022 5.49043 -0.05 -0.10 -0.03 0.30
O -2.92054 -11.50252 4.81063 -0.04 -0.01 -0.22 -0.63
H -3.51706 -10.78402 4.55784 -0.10 0.09 0.17 0.36
H -3.11895 -12.20526 4.18255 0.05 0.01 0.10 0.32
O 6.50740 -3.23186 2.54943 -0.22 -0.18 0.06 -0.63
H 5.99534 -2.93101 3.30855 0.07 -0.01 -0.04 0.30
H 5.83804 -3.44872 1.88657 -0.01 0.04 0.05 0.32
O -5.78356 4.61017 6.31173 0.13 -0.19 0.01 -0.63
H -5.93063 3.85426 5.72800 -0.18 0.05 0.03 0.34
H -5.31974 4.23499 7.06794 -0.04 0.08 -0.05 0.30
```
Forces are in eV/Å.